1.
60
Properties=species:S:1:pos:R:3:forces:R:3 method="wB97M-V/def2-TZVPD" lumo_ev=-0.8892 e_above_lowest_kcal_mol=0.0 total_charge=0 multiplicity=1 orbital_gap_ha=0.3219
N -0.515044 -2.282640 -3.197712 4.7941 2.7820 -5.6207
H -0.369160 -1.324304 -3.033572 -0.9472 2.6677 1.0125
H 0.374966 -2.533665 -2.851993 1.7225 -1.4371 -0.1176
H -0.644328 -2.313633 -4.229395 0.1126 -0.8360 0.9873
H -1.129998 -2.624032 -2.637496 -5.7627 -2.4974 4.3926
F -1.263158 -0.610527 -0.908146 0.4838 -0.3858 -0.4906
C -4.001218 -2.308110 -0.407134 -1.7836 -3.2008 -0.5597
C -3.145040 -2.959051 0.641189 3.2462 0.2450 0.9242
C -2.412122 -2.025421 1.728542 -8.2770 -1.0134 -1.2704
O -2.992378 -2.545189 2.942421 6.4272 5.3742 0.0601
C -3.879394 -3.349310 2.703845 -5.7883 -2.8715 5.4547
O -4.580652 -3.662700 3.671454 0.0135 -1.0330 -2.0276
O -4.012531 -3.690286 1.487607 -1.0403 -1.7419 -2.9362
H -4.741518 -1.592544 -0.015945 0.1167 -0.6822 0.1506
H -4.485340 -3.253017 -0.953770 0.2267 2.1041 1.3009
H -3.544530 -1.837277 -1.205122 1.7519 1.1973 -1.1660
H -2.286629 -3.691818 0.322938 -1.8897 1.2194 -0.2494
H -2.692826 -1.023421 1.570403 -0.6147 1.3459 0.0618
H -1.472983 -2.053029 1.731341 7.7083 -0.7961 0.1308
C 1.855388 -3.047893 0.487221 -2.4200 0.3069 0.5603
C 2.527911 -1.932195 1.176301 2.0794 0.8206 -1.8407
C 1.660998 -0.694725 1.457022 -0.1262 -1.8219 1.1101
O 1.622396 -0.702327 2.887423 -1.8359 1.8991 0.2283
C 2.330098 -1.624734 3.452579 2.0238 -1.7962 -3.9774
O 2.589599 -1.818238 4.557028 0.0450 -0.2372 3.3299
O 2.916147 -2.427679 2.418409 0.0716 1.2217 1.6614
H 1.000493 -3.493475 1.051776 0.1656 1.0019 -0.1120
H 2.404575 -3.915524 0.352908 1.8442 -1.2397 -0.7060
H 1.508523 -2.590951 -0.401384 -0.6432 -0.1849 -1.4733
H 3.442577 -1.537010 0.475483 -1.7248 -1.1682 1.8893
H 0.659403 -0.717798 1.067287 -0.5785 -0.3158 -0.2491
H 2.101081 0.203804 1.177055 0.9985 1.5390 -0.6232
C -0.288288 2.382048 3.101455 1.3455 3.2580 2.4699
C -0.221992 2.615162 1.627991 -0.5629 -1.5647 -0.3511
C -1.611612 2.670726 0.957121 -1.4970 -2.6294 0.5138
O -1.739001 3.981872 0.484307 -0.5931 0.7317 -1.5352
C -0.596395 4.678070 0.658288 -0.5590 -0.7877 1.3493
O -0.319043 5.780871 0.340193 -0.4341 0.5241 -0.8846
O 0.171769 3.961265 1.472568 2.7263 -0.5015 -0.3077
H -0.795878 1.530295 3.330268 -1.9166 -2.3972 0.5205
H -0.766141 3.308062 3.692294 0.7027 -2.0254 -1.6148
H 0.665824 2.217929 3.668950 -0.2990 0.3620 -1.0945
H 0.398268 1.727268 1.083435 -0.8154 2.6470 1.0363
H -2.514428 2.349160 1.544687 0.9243 1.2464 0.7018
H -1.786693 1.837270 0.245355 0.9791 0.9719 -0.9510
C 1.646501 2.990232 -1.922215 0.7381 -0.7479 4.6153
C 2.537386 3.262608 -3.115642 0.1069 0.5441 0.8497
C 3.172374 1.878427 -3.366456 0.6572 0.6442 3.6528
S 1.971308 0.640012 -2.957840 0.9056 2.7065 -0.2944
O 2.505737 -0.233045 -1.986041 0.9502 -2.1497 1.0653
O 1.382511 0.202535 -4.160195 -1.3016 -2.1550 -2.3938
C 0.887955 1.669518 -2.151780 -4.2974 1.4401 -0.4993
H 1.074062 3.805103 -1.457457 -0.3377 -0.0553 -1.0455
H 2.220052 2.711724 -0.902386 -0.2517 0.5968 -2.3181
H 3.399601 3.973081 -2.984042 -1.1565 -0.4185 0.2439
H 1.810599 3.733031 -3.826355 1.0813 -0.9691 -0.4059
H 4.059335 1.654385 -2.648412 -1.5101 0.7790 -1.0742
H 3.521577 1.876041 -4.303642 1.1845 -0.8963 -3.6865
H 0.607911 1.098331 -1.293834 -0.0140 -0.0341 1.1719
H -0.218604 1.676735 -2.649178 2.8452 0.4146 0.4309

2.
50
Properties=species:S:1:pos:R:3:forces:R:3 method="wB97M-V/def2-TZVPD" lumo_ev="-0.0761 / -0.3048" e_above_lowest_kcal_mol=19.8 total_charge=0 multiplicity=5 orbital_gap_ha="0.2508 / 0.2551"
C -0.142818 -4.828850 1.235796 0.0139 0.0296 0.1597
C 0.900949 -4.312095 0.468635 -0.3343 0.8039 -0.2839
C 0.947382 -2.931201 0.116392 0.4849 -1.3021 0.1724
C -0.058675 -2.075523 0.556219 0.0843 1.5595 0.7961
C -1.113362 -2.610988 1.286984 -0.0985 -1.1382 0.4799
C -1.148309 -3.969911 1.667969 -0.2532 0.5445 -0.4161
C 2.169497 -2.470475 -0.647088 0.1332 0.0300 -0.0397
C 2.026272 -1.820353 -2.065711 -0.1150 -0.2439 -0.2150
N 0.776815 -1.210299 -2.438093 -0.6713 0.9943 1.4671
Fe 0.016706 0.209601 0.692841 2.1236 -2.7314 -2.5775
C -2.245975 -1.699249 1.691746 -0.3228 0.8934 0.0941
P -2.328998 -0.397707 0.372981 -0.1701 -1.2837 0.0458
H 1.707493 -4.963880 0.138477 -0.1525 0.0557 0.0111
H -1.979729 -4.310563 2.287817 0.2207 -0.1249 -0.1770
H -0.171799 -5.891600 1.508358 0.0841 0.4850 -0.1097
H -2.052527 -1.151051 2.634200 -0.0908 -0.4108 -0.1325
H -3.227381 -2.195603 1.758323 0.3321 0.0350 0.1681
H 2.737040 -1.779274 -0.003081 -0.3217 -0.0753 -0.2603
H 2.805759 -3.351332 -0.801703 -0.0011 0.1735 0.1237
H 2.784238 -1.019892 -2.070284 -0.1980 -0.4944 -0.4073
C -3.452767 0.878583 0.990926 -0.5268 -0.0697 -0.0757
C -3.300317 -1.292015 -0.878090 -0.4464 0.0597 -0.2892
H 2.234347 -2.606375 -2.832773 0.4120 0.3378 0.3472
C -0.330162 -2.046338 -2.799189 0.2043 -0.2419 -0.3167
C 0.838740 0.065039 -3.110730 0.2285 -0.2339 -0.1231
H -0.812912 1.576351 1.065414 -0.4664 1.5112 0.2298
H -0.154636 -2.511149 -3.799475 -0.3179 -0.0623 0.3020
H -0.501312 -2.824522 -2.042185 0.2091 0.0570 -0.3154
H -1.259367 -1.456975 -2.838420 0.3340 -0.0614 -0.1454
H 1.078363 -0.072879 -4.192546 -0.0710 0.3958 0.3054
H -0.120776 0.596604 -3.013599 0.1154 -0.2160 -0.1810
H 1.585378 0.700646 -2.611998 -0.1337 -0.2708 -0.3110
H -4.314410 -1.499641 -0.484574 0.4254 0.1045 -0.2395
H -3.366629 -0.643794 -1.761811 -0.1609 -0.3148 0.0743
H -2.826184 -2.244701 -1.163519 -0.0353 0.4677 0.2108
H -4.412089 0.431925 1.276490 0.0813 0.3087 0.0657
H -3.000161 1.407357 1.837936 -0.1940 -0.1262 -0.1414
H -3.605537 1.590357 0.169351 -0.1110 -0.0196 0.2518
H -0.957341 1.649269 0.273670 0.5572 0.1137 0.6194
C 3.333363 1.504374 1.517531 0.3098 -0.0038 0.1696
C 2.225840 1.754746 0.498410 0.1447 0.3660 0.1509
C 2.682801 2.774532 -0.538968 0.1830 0.2768 -0.2081
O 1.764454 0.588057 -0.087808 -0.9817 -0.3553 0.4127
H 4.223805 1.088459 1.022796 -0.2477 0.0759 0.0695
H 3.022913 0.797894 2.297293 -0.0357 0.0686 -0.1940
H 3.624113 2.442165 2.012350 -0.0296 -0.1831 -0.1109
H 1.379512 2.202300 1.051326 0.0372 0.5546 0.3098
H 3.568377 2.400348 -1.076443 -0.2414 0.0193 0.1589
H 1.904304 2.980414 -1.283401 0.0512 -0.1250 0.1651
H 2.954889 3.729848 -0.065465 -0.0410 -0.2332 -0.0908

3.
54
Properties=species:S:1:pos:R:3:forces:R:3 method="wB97M-V/def2-TZVPD" lumo_ev="2.1400 / 2.1038" total_charge=-1 multiplicity=2 orbital_gap_ha="0.0476 / 0.2520"
Mg -0.336624 0.328098 0.235616 -0.7282 1.9618 1.0571
C 2.761796 1.667105 -0.840940 0.2632 0.7699 -0.7172
C 1.677047 2.708878 -0.535224 -0.5577 -1.8004 0.7090
O 0.484926 2.070749 -0.201642 0.0930 0.1869 -0.0972
H 2.438215 1.070709 -1.693996 -0.0754 -0.1945 0.1453
H 3.057901 1.030551 -0.007137 -0.3045 0.0256 0.0992
H 3.642336 2.204373 -1.193222 0.4537 0.0154 0.0149
H 1.601370 3.377494 -1.392735 -0.2567 0.1180 -0.4883
H 2.052594 3.346167 0.265352 0.0708 0.2998 0.5485
C -3.027997 2.010248 2.005834 0.3092 -0.2236 0.4423
C -2.706067 0.548989 2.420760 0.4128 0.0741 -2.7218
O -1.835347 -0.020352 1.489456 0.6966 0.0897 0.2811
H -3.575601 2.033295 1.063660 -0.2721 -0.2795 0.0951
H -2.134122 2.590388 1.776670 0.3378 -0.1105 0.3143
H -3.591129 2.529159 2.781541 -0.2250 0.1754 0.0418
H -3.639896 -0.000047 2.299884 -0.5501 -0.1485 0.6660
H -2.339153 0.427057 3.439883 0.0164 0.3386 0.5442
C 0.823417 -3.484536 -1.003239 0.6854 -1.3410 0.1705
C 1.015828 -2.752733 -2.296090 0.9200 -1.5074 0.0330
C 1.390455 -1.425891 -1.751962 -0.6126 1.1243 -0.8561
O 0.473443 -1.189249 -0.660779 0.6884 -2.0936 -0.3686
C 0.088409 -2.499442 -0.153190 -0.7101 -0.3055 0.2307
H 1.779134 -3.700644 -0.525758 0.2817 0.0003 -0.1141
H 0.378825 -4.457705 -1.211496 -0.5353 0.0851 0.5170
H 0.120833 -2.912706 -2.897324 -0.0443 1.0044 -0.1267
H 1.849775 -3.213616 -2.825464 0.0450 0.1560 -0.2655
H 1.279943 -0.680755 -2.539776 -0.0772 0.4955 0.4846
H 2.400450 -1.421276 -1.342095 0.1196 0.0001 -0.1598
H -0.983810 -2.663687 -0.260280 -0.1779 0.5560 0.0202
H 0.342739 -2.611780 0.900752 0.0094 0.3948 0.0480
O 1.041353 -0.095507 1.629764 2.6737 0.0326 4.3664
C 1.541761 -0.055994 2.776953 -3.0262 -0.0853 -2.6737
O 2.848561 0.112140 2.964661 -0.0900 0.2781 -1.1327
C 3.243089 -0.203255 4.287818 -0.7804 -0.2547 0.3480
C 1.982606 -0.012911 5.107496 -0.1768 -0.3026 0.7952
C 0.827597 -0.247633 4.147342 0.4061 -0.0795 -0.0003
H 4.026964 0.485688 4.602472 0.2130 -0.4579 -0.2323
H 3.491566 -1.264244 4.261926 0.6923 0.1137 0.2678
H 1.977139 0.999916 5.510303 -0.1977 -0.0858 0.1333
H 1.923982 -0.757948 5.900968 0.2185 0.3479 0.3214
H -0.054094 0.310703 4.461967 0.1832 0.8883 -1.0531
H 0.373788 -1.230936 4.270937 0.6039 -0.5252 -0.5815
O -1.492064 0.270860 -1.299896 -1.4228 0.3690 -2.1814
C -1.896725 0.325280 -2.440872 -0.2047 -1.2234 -1.0636
O -1.295422 -0.406206 -3.458895 0.0545 0.8939 1.7870
C -1.834714 -0.088392 -4.756779 -0.0601 -0.4517 0.8609
C -2.758510 1.097929 -4.518752 0.0341 0.1773 -0.0634
C -3.100465 1.094266 -3.015395 1.2390 -0.1293 -0.1173
H -2.326041 -1.005637 -5.081367 -0.3426 0.1527 -0.1555
H -1.017835 0.097049 -5.454221 0.1382 0.2012 0.1450
H -3.607825 0.919211 -5.178164 -0.3169 0.6010 0.0710
H -2.214903 2.012574 -4.755418 -0.2604 0.0449 -0.2604
H -4.101295 0.698450 -2.842843 0.2065 -0.7113 0.3761
H -3.068206 2.035757 -2.467066 -0.0607 0.3388 -0.5043

4.
60
Properties=species:S:1:pos:R:3:forces:R:3 method="wB97M-V/def2-TZVPD" lumo_ev=0.6177 e_above_lowest_kcal_mol=5.6 total_charge=0 smiles="COC(=O)OC.COC(=O)OC.COC(=O)OC.COC(=O)OC.CC#N.CC#N" multiplicity=1 orbital_gap_ha=0.4195
C 4.603268 -0.829695 4.558791 -0.7853 0.0736 0.6398
O 3.859055 0.237337 5.160563 -0.3977 0.3436 0.2243
C 4.227592 1.471720 4.878120 0.5559 0.7639 -1.2112
O 5.200718 1.796661 4.204019 -1.3870 -0.3464 1.2025
O 3.290957 2.301864 5.386826 0.5089 -0.8115 0.0263
C 3.552970 3.682226 5.194153 -1.0861 0.5021 -0.0456
H 5.654752 -0.636508 4.747706 0.1514 -0.6489 0.3521
H 4.486735 -0.779934 3.477171 -0.2981 -0.3579 -0.0120
H 4.085987 -1.692175 5.072522 1.3167 0.4914 -1.0029
H 3.769707 3.846672 4.123394 -0.5834 0.4094 0.5356
H 4.414160 3.957397 5.742153 1.1434 0.2816 0.5418
H 2.697475 4.239169 5.693762 0.8467 -0.7023 -1.2684
C -5.694785 -2.652275 1.492136 1.7977 -0.3042 -0.0516
O -4.683338 -3.654549 1.146442 0.4844 -0.0700 -0.3752
C -3.342823 -3.375353 1.012808 -0.9522 0.0225 0.1613
O -2.839460 -2.284211 1.093358 -0.2453 -0.5957 0.0004
O -2.637645 -4.505216 0.768968 -0.8957 1.7970 -0.1928
C -3.343747 -5.726227 0.842563 -0.1520 -0.1520 0.6712
H -5.907804 -1.988308 0.651282 0.0180 -0.2311 0.0741
H -5.254462 -2.100389 2.310365 -0.3037 0.4500 0.2419
H -6.550208 -3.231035 1.819217 -0.0707 0.0580 -0.1141
H -2.686921 -6.433739 0.416221 0.7134 -0.9612 -0.1246
H -4.261894 -5.745138 0.314132 -0.7281 0.3359 -0.8866
H -3.615985 -5.938174 1.864775 0.3495 -0.2740 0.4331
C -2.252206 2.125602 -4.313054 0.1953 -0.9662 0.3250
O -2.035270 0.755403 -3.946321 0.7692 -0.7297 0.2027
C -1.763528 0.498470 -2.656341 -0.6068 -0.1066 -0.7912
O -1.948639 1.278449 -1.777728 0.1803 0.8663 1.1520
O -1.350014 -0.741753 -2.446813 0.3635 -0.5378 -1.3690
C -1.251403 -1.545934 -3.685019 0.4202 -0.1950 1.3014
H -2.922577 2.517013 -3.591536 -0.8237 0.7321 0.4433
H -2.721986 1.970695 -5.275025 0.1982 0.8425 -0.3270
H -1.310055 2.670819 -4.250363 -0.1414 0.0090 -0.5573
H -0.600974 -1.071536 -4.424618 -0.2397 -0.0879 0.2263
H -2.258079 -1.681025 -4.034612 -0.2542 -0.1000 -0.4959
H -0.841842 -2.507396 -3.361842 -0.0346 0.2851 -0.0289
C 2.414614 5.912558 -5.173104 -0.0154 -2.2752 -0.2341
O 2.802549 4.708269 -4.391735 -0.8194 0.7902 -0.9594
C 1.890761 3.745670 -4.208333 0.9093 -0.4142 2.0241
O 0.705782 3.761318 -4.448499 1.0911 -0.1749 -0.2514
O 2.597529 2.793149 -3.475474 -0.9430 1.0712 -0.9641
C 1.881085 1.644270 -3.037851 0.1499 -0.6549 -0.4661
H 2.493279 5.636497 -6.234329 -0.1206 0.1872 0.2867
H 3.180403 6.607926 -4.932127 0.3210 0.7332 0.2706
H 1.401554 6.222358 -4.948473 0.0038 0.1041 0.2300
H 1.956930 0.875212 -3.829961 -0.6768 0.3837 0.2349
H 0.883550 1.913676 -2.710926 -0.3307 -0.1621 -0.3461
H 2.373046 1.193081 -2.185354 0.4033 0.3823 0.2413
C -0.895259 0.719628 1.476627 0.9444 -0.4398 -0.2264
C 0.325341 0.179303 0.806885 0.2661 -0.6815 0.3960
N 1.242700 -0.326587 0.313262 -0.8620 0.6681 0.3995
H -1.308823 -0.011410 2.206136 0.1506 0.2808 -0.8942
H -1.543204 0.948001 0.624038 -0.3992 0.0829 0.5513
H -0.615196 1.604113 2.057065 -0.1282 0.0323 -0.3501
C 0.421662 -3.410913 2.081597 -0.1870 -1.0255 0.8264
C -0.566613 -4.269083 2.783431 0.8121 0.0632 0.1485
N -1.252022 -5.032371 3.299754 -0.0650 0.1934 0.0817
H 0.864641 -2.656386 2.761820 0.0795 -0.8000 -0.3387
H -0.150264 -2.864012 1.374601 -0.2893 0.5053 -1.0377
H 1.128214 -4.123173 1.582773 -0.3217 1.0647 0.4762

What did we get for molar mass? Answer: 463.5, 339.2, 358.7, 442.4 g mol⁻¹, in the order shown.
What did we get for energy? Answer: -54637.6689, -64288.4031, -36855.7838, -44626.7865 eV, in the order shown.